ORCA calculation (ωB97M-V/def2-TZVPD) on 2 unconnected molecules or ions with the total composition C5H11OS.

```
18
Properties=species:S:1:pos:R:3:forces:R:3
C 2.404 -2.420 1.074 -0.187 -0.066 -0.163
C 1.437 -1.981 0.258 0.171 -0.092 0.318
O 1.633 -1.198 -0.798 0.125 -0.042 -0.052
H 2.127 -3.088 1.881 0.130 0.124 -0.001
H 3.443 -2.157 0.916 -0.030 -0.053 0.030
H 0.399 -2.239 0.457 -0.084 -0.019 -0.101
H 0.729 -0.961 -1.186 -0.066 0.201 -0.004
C -0.350 1.297 0.828 -0.013 0.036 0.019
C -1.042 1.895 -0.394 0.162 0.142 0.328
C -1.961 0.932 -1.110 0.067 -0.656 -0.262
S -1.192 -0.608 -1.767 -0.097 0.099 0.030
H -1.084 1.003 1.586 0.008 -0.020 -0.060
H 0.330 2.019 1.288 0.003 -0.012 0.007
H 0.223 0.412 0.553 -0.047 0.101 0.033
H -1.631 2.768 -0.065 0.088 -0.025 -0.127
H -0.290 2.252 -1.102 0.061 0.023 -0.005
H -2.394 1.429 -1.972 -0.213 0.227 -0.073
H -2.780 0.645 -0.446 -0.077 0.033 0.083
```
Positions in Å, forces in eV/Å.

The value obtained for the HOMO energy is -3.03 eV. Its energy relative to the best compared isomer or geometry (same formula, charge and spin) is 3.77 kcal per mole. Its calculated total energy is -18246.825 eV. As for the total charge: -1.

Löwdin population analysis, charges in e, atoms 1 to 2: number 1, C, carries -0.0431; number 2, C, carries -0.3682

***

ORCA calculation (ωB97M-V/def2-TZVPD) on 2 unconnected molecules or ions with the total composition C5H11OS.

```
18
Properties=species:S:1:pos:R:3:forces:R:3
C -1.222 1.297 0.383 0.249 -0.019 0.039
C -1.549 0.528 1.623 -0.392 0.191 0.181
C -0.635 -0.086 2.350 0.161 -0.266 -0.003
O -0.959 -0.683 3.556 0.280 -0.255 0.115
H -1.250 2.378 0.559 -0.050 -0.002 0.087
H -0.196 1.042 0.070 -0.335 0.077 -0.154
H -1.948 1.097 -0.408 0.126 -0.116 -0.148
H -2.576 0.489 1.984 0.004 0.153 0.021
H 0.391 -0.203 2.013 0.075 0.147 -0.011
H -0.181 -1.166 3.863 -0.271 0.165 -0.150
C 0.585 -0.446 -2.389 -0.109 -0.113 0.123
C 1.939 -0.805 -1.786 -0.385 0.327 0.655
S 2.189 -0.047 -0.127 0.104 -0.101 -0.114
H 0.517 0.634 -2.546 -0.085 -0.057 0.015
H -0.216 -0.750 -1.708 0.059 0.151 0.051
H 0.390 -0.963 -3.334 0.132 0.029 -0.216
H 2.730 -0.425 -2.427 0.189 -0.283 -0.267
H 1.991 -1.890 -1.675 0.250 -0.027 -0.225
```
Positions in Å, forces in eV/Å.

The value obtained for the HOMO energy is -2.49 eV. Its energy relative to the best compared isomer or geometry (same formula, charge and spin) is 18.55 kcal per mole. Its calculated total energy is -18246.184 eV. As for the total charge: -1.

Löwdin population analysis, charges in e, atoms 1 to 2: number 1, C, carries -0.1454; number 2, C, carries -0.1771

***

ORCA calculation (ωB97M-V/def2-TZVPD) on a single C5H11P molecule at a distorted geometry.

```
17
Properties=species:S:1:pos:R:3:forces:R:3
C 0.562 -1.980 0.063 -0.168 -2.303 1.506
C -0.508 -0.969 0.103 -1.937 0.741 -0.727
C -1.101 -0.206 -1.104 0.328 -0.434 -0.102
C -0.476 0.577 0.052 0.713 -1.289 -0.054
C 0.946 1.149 -0.020 -0.019 -0.758 -0.261
P -1.704 1.434 1.118 1.040 -1.454 1.455
H 1.402 -1.724 -0.491 1.588 0.487 -1.060
H 0.245 -3.023 -0.265 -0.134 1.467 -0.146
H 0.888 -2.236 1.096 0.081 0.565 -0.412
H -1.265 -1.331 0.784 -0.473 0.119 -0.071
H -0.746 -0.206 -2.171 0.344 -0.119 1.441
H -2.190 -0.249 -1.121 0.113 0.316 0.089
H 1.475 1.424 0.940 -0.748 -1.011 -0.817
H 1.038 2.016 -0.605 -0.507 1.695 -0.719
H 1.481 0.462 -0.686 0.565 -0.215 0.781
H -2.315 2.151 0.182 -1.143 1.048 -1.758
H -0.765 2.423 1.241 0.358 1.144 0.853
```
Positions in Å, forces in eV/Å.

The value obtained for the HOMO energy is -9.22 eV. Its energy relative to the best compared isomer or geometry (same formula, charge and spin) is 33.23 kcal per mole. Its calculated total energy is -14649.882 eV. As for the total charge: 0. The SMILES is C[C@@H]1C[C@@]1(C)P.

Löwdin population analysis, charges in e, atoms 1 to 2: number 1, C, carries -0.0951; number 2, C, carries -0.3503

***

ORCA calculation (ωB97M-V/def2-TZVPD) on a single C5H12 molecule at a distorted geometry.

```
17
Properties=species:S:1:pos:R:3:forces:R:3
C -0.772 1.464 1.100 0.900 -0.578 3.919
C -0.745 -0.044 0.827 -1.722 0.260 2.953
C 0.590 -0.618 0.651 1.153 -0.625 0.866
C 1.057 -0.309 -0.740 0.137 -6.662 -1.004
C -0.031 -0.555 -1.853 -0.159 0.698 2.043
H -0.891 1.491 2.301 0.045 0.501 -2.604
H 0.245 1.977 0.989 -1.778 -0.344 -0.717
H -1.702 1.816 0.666 0.477 1.087 -0.120
H -1.276 -0.561 1.708 0.599 0.650 -1.327
H -1.340 -0.211 -0.042 -0.518 -0.503 0.241
H 1.343 -0.279 1.470 -1.197 -0.532 -1.372
H 0.471 -1.693 0.710 0.272 -0.434 0.353
H 1.519 0.534 -0.722 1.991 6.218 -0.545
H 2.037 -0.947 -0.880 -1.919 0.461 -0.272
H -0.994 -0.115 -1.437 1.382 -0.245 -1.555
H 0.262 -0.009 -2.746 -0.187 -0.582 -0.334
H -0.274 -1.636 -1.924 0.523 0.632 -0.524
```
Positions in Å, forces in eV/Å.

The value obtained for the HOMO energy is -10.58 eV. Its energy relative to the best compared isomer or geometry (same formula, charge and spin) is 51.09 kcal per mole. Its calculated total energy is -5377.725 eV. As for the total charge: 0. The SMILES is CCCCC.

Löwdin population analysis, charges in e, atoms 1 to 2: number 1, C, carries -0.1062; number 2, C, carries -0.3510

***

ORCA calculation (ωB97M-V/def2-TZVPD) on a single C5H12 molecule at a distorted geometry.

```
17
Properties=species:S:1:pos:R:3:forces:R:3
C 0.626 -1.928 1.094 -1.437 0.423 3.751
C 0.117 -0.491 1.502 -1.690 -0.268 -2.757
C -0.795 -0.034 0.083 0.911 1.573 3.299
C 0.149 0.914 -0.640 -0.010 2.638 2.377
C -0.175 1.528 -1.977 -0.652 1.397 -0.119
H 1.579 -1.951 0.699 1.834 0.113 -1.379
H 0.689 -2.650 1.979 -0.204 1.043 -0.933
H -0.156 -2.281 0.463 0.027 -0.759 -0.631
H -0.396 -0.438 2.470 -0.683 -0.581 -0.558
H 0.747 0.386 1.598 1.069 -0.525 -0.255
H -1.136 -0.833 -0.544 -0.141 -0.730 0.024
H -1.647 0.553 0.489 0.191 -0.466 -0.617
H 0.257 1.808 0.112 0.231 -1.641 -1.202
H 1.111 0.476 -0.764 0.913 -0.583 0.460
H -1.125 1.038 -2.297 0.515 1.130 -0.475
H -0.105 2.715 -1.971 -0.905 -2.542 -0.022
H 0.646 1.248 -2.605 0.030 -0.219 -0.963
```
Positions in Å, forces in eV/Å.

The value obtained for the HOMO energy is -10.19 eV. Its energy relative to the best compared isomer or geometry (same formula, charge and spin) is 49.25 kcal per mole. Its calculated total energy is -5377.804 eV. As for the total charge: 0. The SMILES is CCCCC.

Löwdin population analysis, charges in e, atoms 1 to 2: number 1, C, carries -0.1084; number 2, C, carries -0.1671

***

ORCA calculation (ωB97M-V/def2-TZVPD) on a single C5H12 molecule at a distorted geometry.

```
17
Properties=species:S:1:pos:R:3:forces:R:3
C 1.586 0.502 1.918 -0.159 -0.177 0.050
C 1.175 0.432 0.460 -0.217 0.200 0.175
C -0.320 0.169 0.311 -0.083 0.580 -1.074
C -0.733 0.128 -1.178 -0.748 -0.237 -0.122
C -1.613 -1.084 -1.572 0.499 -0.162 0.261
H 2.650 0.676 2.074 0.005 0.025 -0.056
H 1.304 -0.420 2.428 0.118 -0.079 0.079
H 1.021 1.303 2.391 0.081 0.127 0.182
H 1.769 -0.279 -0.118 -0.069 -0.177 0.120
H 1.347 1.406 0.000 0.183 0.086 -0.124
H -0.687 -0.733 0.773 0.302 -0.482 0.420
H -0.867 0.991 0.784 0.081 -0.074 0.146
H -1.299 1.027 -1.442 0.173 0.034 0.140
H 0.130 0.127 -1.842 0.235 0.075 0.139
H -1.999 -1.646 -0.723 -0.251 0.364 0.282
H -2.449 -0.758 -2.182 -0.052 -0.260 -0.219
H -1.017 -1.843 -2.081 -0.098 0.155 -0.399
```
Positions in Å, forces in eV/Å.

The value obtained for the HOMO energy is -10.99 eV. Its energy relative to the best compared isomer or geometry (same formula, charge and spin) is 11.23 kcal per mole. Its calculated total energy is -5379.453 eV. As for the total charge: 0. The SMILES is CCCCC.

Löwdin population analysis, charges in e, atoms 1 to 2: number 1, C, carries -0.1215; number 2, C, carries -0.2864

***

ORCA calculation (ωB97M-V/def2-TZVPD) on a molecular structure, C5H12BN at a distorted geometry.

```
19
Properties=species:S:1:pos:R:3:forces:R:3
B -1.733 -0.434 -0.469 -0.379 -3.604 0.354
C -1.866 1.020 -0.727 -1.795 2.980 2.160
C -0.942 1.705 0.340 -1.339 -1.349 -0.019
C 0.382 1.026 0.094 -0.963 -1.243 -0.144
C 2.208 -1.457 0.435 -0.717 -0.511 0.094
C 0.832 -1.385 -0.223 -0.750 -2.383 2.430
N 0.042 -0.378 0.393 -1.251 1.237 -2.304
H -2.467 -1.390 -0.165 0.970 0.974 0.109
H -1.596 1.380 -1.693 0.137 0.385 -0.917
H -2.933 1.387 -0.474 1.257 -0.600 -0.701
H -1.040 2.781 0.326 0.521 0.299 0.020
H -1.238 1.273 1.347 0.056 0.989 -0.929
H 0.732 1.056 -0.972 0.286 0.459 1.099
H 0.988 1.276 0.918 1.992 0.782 0.389
H 2.075 -1.130 1.412 -0.465 0.403 2.226
H 2.614 -2.461 0.582 0.255 0.261 -0.879
H 2.817 -0.668 0.085 1.306 0.202 -1.053
H 0.930 -1.326 -1.281 -0.350 0.408 -1.026
H 0.195 -2.275 0.069 1.228 0.312 -0.909
```
Positions in Å, forces in eV/Å.

The value obtained for the HOMO energy (alpha / beta) is -5.19 / -10.60 eV. Its energy relative to the best compared isomer or geometry (same formula, charge and spin) is 0.00 kcal per mole. Its expectation value of S² is 2.01. Its calculated total energy is -7540.378 eV. As for the total charge: 0. Its spin multiplicity is 3.

Löwdin population analysis, charges in e, atoms 1 to 2: number 1, B, carries -0.1655; number 2, C, carries -0.2490

***

ORCA calculation (ωB97M-V/def2-TZVPD) on 2 unconnected molecules or ions with the total composition C5H12BNO4 at a distorted geometry.

```
23
Properties=species:S:1:pos:R:3:forces:R:3
B 0.892 2.249 0.103 1.048 1.362 -1.435
C -1.380 -1.592 2.268 0.420 -3.305 -1.086
C -0.220 -2.262 1.362 0.812 0.896 1.247
C -0.281 -1.926 -0.087 -2.342 0.287 -0.708
C -1.426 -1.605 -0.715 3.300 -0.031 -0.999
C 0.571 1.489 -1.196 1.619 -0.081 -1.302
N 1.137 1.680 -2.381 -0.675 1.493 0.616
O 1.992 2.493 -2.746 -0.589 -0.537 0.025
O 0.516 0.933 -3.402 0.295 -0.272 -0.298
O 1.319 3.545 -0.056 -0.082 0.511 1.043
O 0.789 1.567 1.241 -0.092 -0.825 2.242
H -2.341 -2.053 1.922 0.496 1.311 -0.146
H -1.398 -1.968 3.270 0.707 -0.645 0.791
H -1.305 -0.549 2.439 -0.216 1.107 -0.887
H 0.790 -1.863 1.586 -0.519 0.076 0.802
H -0.043 -3.355 1.524 -0.754 0.710 -0.036
H 0.647 -1.847 -0.617 0.431 -0.354 -0.304
H 0.819 1.335 -4.243 0.228 -0.047 0.726
H -1.471 -1.295 -1.746 0.284 -0.069 -0.275
H -2.294 -1.483 -0.210 -2.625 -0.024 1.583
H 0.153 0.531 -1.185 -1.357 -1.014 0.139
H 1.442 4.063 0.766 -0.054 -0.528 -0.707
H 1.092 1.914 2.104 -0.334 -0.022 -1.032
```
Positions in Å, forces in eV/Å.

The value obtained for the HOMO energy is -8.92 eV. Its energy relative to the best compared isomer or geometry (same formula, charge and spin) is 130.82 kcal per mole. Its calculated total energy is -15733.980 eV. As for the total charge: 0.

Löwdin population analysis, charges in e, atoms 1 to 2: number 1, B, carries -0.6915; number 2, C, carries -0.0771